Model i:
Molecular formula: C4H6OS2
Method: DFT, ωB97M-V/def2-TZVPD

Cartesian coordinates (Å):
C 1.966 -0.135 -0.434
C 0.824 -0.947 -0.066
C 2.629 0.409 0.931
C -3.348 -0.066 -0.538
O 2.491 -0.008 -1.481
S -1.792 0.888 -0.452
S -0.745 -0.897 0.123
H 3.220 -0.490 1.287
H 2.002 0.845 1.713
H 3.392 1.107 0.632
H -3.450 -0.126 -1.647
H -4.154 0.497 0.030
H -3.035 -1.075 -0.099

## Properties
- HOMO: -0.32873 Ha

---

Model ii:
Molecular formula: C4H6OS2
Method: DFT, ωB97M-V/def2-TZVPD

Cartesian coordinates (Å):
S -1.577 -3.050 0.781
C -1.288 -1.462 0.924
O -1.020 -0.666 -0.090
C -0.394 0.578 0.202
C 0.076 1.284 -1.044
C 1.108 0.732 -0.086
S 2.148 -0.643 -0.412
H -1.137 -0.958 1.914
H -0.792 1.063 1.092
H 0.057 2.379 -1.084
H 0.076 0.764 -2.033
H 1.613 1.430 0.599
H 1.129 -1.451 -0.762

## Properties
- HOMO: -0.32880 Ha
- SMILES: S=CO[C@@H]1C[C@@H]1S

---

Most stable to least stable: model ii, model i

---

Model i:
Molecular formula: C2H4NO2
Method: DFT, ωB97M-V/def2-TZVPD

Cartesian coordinates (Å):
C 0.924 -1.010 0.717
C -0.421 -1.325 0.625
N 0.683 1.122 -1.874
O -0.482 1.194 -2.305
O -1.397 -1.246 1.419
H 1.450 -0.750 1.585
H 1.592 -0.931 -0.247
H -0.741 -1.531 -0.431
H 0.808 0.336 -1.140

## Properties
- Net charge: -1
- HOMO (spin up / spin down): -0.09713 / -0.09711 Ha

---

Model ii:
Molecular formula: C2H4NO2
Method: DFT, ωB97M-V/def2-TZVPD

Cartesian coordinates (Å):
O 1.067 1.182 0.283
C 0.953 1.247 -0.963
O 0.270 0.511 -1.708
H 1.534 2.071 -1.446
C -0.973 -1.307 0.600
N -1.202 -1.449 1.838
H -0.401 -0.460 0.209
H -1.323 -2.031 -0.148
H -1.741 -2.294 2.022

## Properties
- Net charge: -1
- HOMO: -0.14888 Ha

---

Model iii:
Molecular formula: C2H4NO2
Method: DFT, ωB97M-V/def2-TZVPD

Cartesian coordinates (Å):
O -1.092 -0.281 0.177
C -0.346 0.053 1.155
N -0.614 0.100 2.424
C 0.746 -0.165 -1.820
O 1.782 0.348 -2.185
H 0.629 0.471 0.823
H -1.612 0.136 2.613
H -0.132 0.495 -1.820
H 0.639 -1.157 -1.365

## Properties
- Net charge: -1
- HOMO: -0.12486 Ha

---

Most stable to least stable: model ii, model iii, model i

---

Model i:
Molecular formula: C2H4NO2
Method: DFT, ωB97M-V/def2-TZVPD

Cartesian coordinates (Å):
O 2.072 -0.431 -1.875
C 1.401 -0.104 -0.865
N 0.692 -0.907 -0.090
C -1.580 0.493 1.097
O -2.519 1.028 1.647
H 1.357 0.958 -0.559
H 0.762 -1.887 -0.351
H -0.869 -0.082 1.704
H -1.396 0.506 0.011

## Properties
- Net charge: -1
- HOMO: -0.12437 Ha

---

Model ii:
Molecular formula: C2H4NO2
Method: DFT, ωB97M-V/def2-TZVPD

Cartesian coordinates (Å):
C 0.067 1.018 -0.416
C -0.379 -0.176 0.350
N 0.846 -0.307 -0.363
O 2.016 -0.249 0.308
O -1.374 -1.064 -0.105
H -0.241 1.087 -1.514
H 0.481 1.945 0.033
H -0.282 -0.244 1.772
H -1.135 -2.011 -0.066

## Properties
- Net charge: -1
- HOMO: -0.06470 Ha

---

Model iii:
Molecular formula: C2H4NO2
Method: DFT, ωB97M-V/def2-TZVPD

Cartesian coordinates (Å):
O -2.121 -1.257 -0.476
N -0.746 -1.044 -0.450
C -0.202 -0.262 0.722
C -0.184 0.285 -0.658
O 0.927 0.442 -1.368
H 0.690 -0.691 1.188
H -0.787 0.187 1.515
H -0.906 1.201 -0.777
H 1.231 -0.261 -2.030

## Properties
- Net charge: -1
- HOMO: -0.06201 Ha
- SMILES: [O-]N1C[C@H]1O

---

Most stable to least stable: model i, model iii, model ii

---

Model i:
Molecular formula: CH4NOP
Method: DFT, ωB97M-V/def2-TZVPD

Cartesian coordinates (Å):
C 1.784 -0.591 -0.061
N -1.059 0.709 -0.434
O 2.150 0.495 -0.311
P -0.601 -0.947 -0.229
H 2.403 -1.615 0.009
H -1.635 0.869 -1.261
H -0.248 1.307 -0.611
H -0.725 -1.126 1.137

## Properties
- HOMO: -0.31378 Ha

---

Model ii:
Molecular formula: CH4NOP
Method: DFT, ωB97M-V/def2-TZVPD

Cartesian coordinates (Å):
C -0.161 -0.354 1.139
N 0.445 -0.158 -0.037
O -1.236 0.132 1.393
P 0.157 0.908 -1.306
H 0.395 -1.012 1.826
H 1.973 -0.930 -0.138
H -0.551 0.013 -2.137
H -1.022 1.402 -0.739

## Properties
- HOMO (spin up / spin down): -0.34624 / -0.34622 Ha

---

Most stable to least stable: model i, model ii

---

Model i:
Molecular formula: CH4NOP
Method: DFT, ωB97M-V/def2-TZVPD

Cartesian coordinates (Å):
C -0.395 0.304 0.944
N 0.040 -0.408 -0.266
P 1.179 0.186 -1.297
O 1.227 -0.497 -2.612
H -1.380 0.557 0.946
H -0.364 -0.270 1.834
H 0.342 1.215 1.038
H -0.648 -1.086 -0.589

## Properties
- HOMO: -0.36112 Ha
- SMILES: CNP=O

---

Model ii:
Molecular formula: CH4NOP
Method: DFT, ωB97M-V/def2-TZVPD

Cartesian coordinates (Å):
C 0.056 -1.002 -0.516
N 0.595 -2.107 -0.904
O -0.038 -0.421 0.652
P -0.882 1.623 1.520
H -0.375 -0.417 -1.351
H 0.716 -2.010 -1.894
H 0.427 1.636 1.818
H -0.498 2.698 0.676

## Properties
- HOMO (spin up / spin down): -0.32703 / -0.32705 Ha

---

Model iii:
Molecular formula: CH4NOP
Method: DFT, ωB97M-V/def2-TZVPD

Cartesian coordinates (Å):
N -0.909 -0.539 -0.275
C -0.203 0.444 0.455
P 1.574 0.449 0.295
O 1.887 -0.819 -0.391
H -0.220 -1.347 -0.529
H -1.236 -0.137 -1.196
H -0.526 1.422 0.044
H -0.366 0.527 1.596

## Properties
- HOMO: -0.33219 Ha
- SMILES: NCP=O

---

Most stable to least stable: model i, model iii, model ii

---

Model i:
Molecular formula: C6H9F2N2
Method: DFT, ωB97M-V/def2-TZVPD

Cartesian coordinates (Å):
C 0.721 -1.689 0.574
C 1.805 -1.215 -0.122
C -0.672 -0.093 -0.794
C -0.618 -1.155 0.275
C 1.632 -0.321 -1.199
C -0.288 1.815 2.070
N 0.365 0.119 -1.524
N -1.710 0.683 -1.000
F -1.499 1.469 1.865
F 0.611 1.278 1.174
H 0.970 -2.451 1.372
H 2.821 -1.380 0.337
H -1.327 -1.983 -0.093
H -1.036 -0.856 1.290
H 2.338 0.101 -1.785
H -0.093 2.796 2.254
H 0.322 0.754 -2.310
H -2.707 0.538 -0.796
H -1.636 1.591 -1.588

## Properties
- Net charge: +1
- HOMO (spin up / spin down): -0.41738 / -0.45644 Ha

---

Model ii:
Molecular formula: C6H9F2N2
Method: DFT, ωB97M-V/def2-TZVPD

Cartesian coordinates (Å):
C 0.475 -0.334 0.244
C 2.764 0.407 0.042
C 0.221 1.770 -0.710
C -2.725 0.669 -0.499
C 2.083 -2.019 0.114
C -1.720 0.886 0.588
N 1.774 -0.560 0.182
N -0.305 0.770 0.012
F 3.977 -0.047 -0.206
F -0.548 2.809 -0.705
H -0.116 -1.324 0.430
H -3.676 1.047 -0.105
H -2.818 -0.372 -0.760
H -2.471 1.192 -1.356
H 2.744 -2.008 -0.736
H 2.742 -2.319 0.961
H 1.171 -2.725 0.025
H -1.679 0.236 1.475
H -1.893 1.923 1.005

## Properties
- Net charge: +1
- HOMO (spin up / spin down): -0.49643 / -0.49645 Ha

---

Most stable to least stable: model i, model ii

---

Model i:
Molecular formula: C3H9NO4
Method: DFT, ωB97M-V/def2-TZVPD

Cartesian coordinates (Å):
O 0.638 -0.506 -1.916
C 0.257 -0.312 -0.745
N -0.549 0.752 -0.550
C -1.106 1.171 0.711
O -1.570 2.261 0.775
C 0.602 -1.210 0.400
H -0.706 1.370 -1.358
H -1.077 0.447 1.531
H 0.945 -0.628 1.262
H -0.227 -1.854 0.723
H 1.509 -1.781 0.141
H -3.116 -1.775 1.299
H -2.394 -3.095 0.975
O -2.294 -2.253 1.431
H 2.830 3.236 -1.622
H 2.957 1.708 -1.757
O 3.302 2.471 -1.298

## Properties
- Spin multiplicity: 2
- Net charge: +1
- HOMO (spin up / spin down): -0.54165 / -0.54163 Ha

---

Model ii:
Molecular formula: C3H9NO4
Method: DFT, ωB97M-V/def2-TZVPD

Cartesian coordinates (Å):
O 0.526 -1.416 0.967
C -0.251 -0.676 0.540
N 0.228 0.115 -0.593
C -0.538 1.110 -1.208
O 0.005 1.725 -2.115
C -1.570 -0.238 1.052
H 1.067 -0.206 -1.084
H -1.493 1.321 -0.698
H -1.678 0.814 1.476
H -2.235 -0.093 0.202
H -1.684 -0.773 2.043
H -3.556 -2.015 -1.276
H -3.008 -0.634 -1.774
O -3.289 -1.094 -1.045
H 5.338 0.752 1.450
H 4.325 -0.144 2.239
O 4.693 0.659 2.102

## Properties
- Spin multiplicity: 2
- Net charge: +1
- HOMO (spin up / spin down): -0.51251 / -0.51251 Ha

---

Most stable to least stable: model i, model ii

---

Model i:
Molecular formula: C42H44BrN8O7Sr
Method: DFT, ωB97M-V/def2-TZVPD

Cartesian coordinates (Å):
Sr 0.152 2.570 -0.074
O -3.058 5.052 0.364
C -2.090 4.589 -0.240
O -1.967 3.424 -0.733
C -0.880 5.588 -0.296
C -0.218 5.673 1.092
C 0.450 7.037 1.280
C 1.696 6.894 0.378
C 1.514 5.477 -0.173
O 0.934 4.794 0.974
C 0.390 5.475 -1.216
C 0.538 4.395 -2.344
O -0.001 4.651 -3.415
O 1.265 3.373 -2.076
H -1.372 6.537 -0.501
H -0.857 5.341 1.907
H 0.733 7.180 2.323
H -0.206 7.854 0.984
H 2.615 6.958 0.961
H 1.739 7.640 -0.415
H 2.417 4.959 -0.483
H 0.438 6.403 -1.787
C -3.251 -4.046 4.446
C -2.262 -4.224 3.294
C -3.010 -4.872 2.120
C -1.151 -5.173 3.763
C -1.657 -2.895 2.843
C -0.735 -2.876 1.810
C -0.200 -1.681 1.363
Br 1.141 -1.779 0.006
C -0.561 -0.415 1.878
O -0.147 0.699 1.379
C -1.449 -0.454 3.005
C -1.971 -1.665 3.430
C -1.747 0.856 3.737
C -2.334 1.931 2.800
C -2.750 0.643 4.874
C -0.444 1.384 4.366
H -3.662 -5.018 4.727
H -4.084 -3.398 4.164
H -2.769 -3.618 5.327
H -3.441 -5.832 2.419
H -2.343 -5.049 1.274
H -3.818 -4.222 1.777
H -1.572 -6.131 4.082
H -0.606 -4.739 4.604
H -0.432 -5.370 2.967
H -0.409 -3.794 1.336
H -2.660 -1.657 4.262
H -3.017 1.501 2.065
H -1.555 2.444 2.238
H -2.886 2.676 3.376
H -3.714 0.284 4.504
H -2.922 1.594 5.380
H -2.375 -0.070 5.612
H 0.328 1.508 3.609
H -0.079 0.691 5.128
H -0.626 2.351 4.843
C 4.110 1.472 -2.923
N 3.879 1.765 -1.517
C 2.904 1.301 -0.736
N 2.928 1.905 0.438
C 3.982 2.753 0.307
N 4.589 2.702 -0.857
C 4.551 0.043 -3.120
C 5.901 -0.281 -3.179
C 6.306 -1.604 -3.296
C 5.367 -2.620 -3.345
C 4.013 -2.302 -3.286
C 3.609 -0.975 -3.182
C 3.015 -3.369 -3.319
N 3.177 -4.640 -3.440
N 1.905 -5.204 -3.388
C 1.081 -4.226 -3.240
O 1.711 -3.027 -3.189
C -0.374 -4.237 -3.118
C -1.078 -5.434 -3.173
C -2.458 -5.410 -3.043
C -3.125 -4.207 -2.857
C -2.420 -3.010 -2.799
C -3.154 -1.707 -2.556
N -2.263 -0.573 -2.501
C -1.535 -0.160 -1.460
N -0.678 0.758 -1.855
C -0.943 0.888 -3.183
N -1.878 0.077 -3.625
C -1.044 -3.032 -2.934
H 4.876 2.170 -3.250
H 3.187 1.694 -3.460
H 2.186 0.560 -1.054
H 4.304 3.418 1.091
H 6.640 0.510 -3.124
H 7.360 -1.844 -3.341
H 5.663 -3.657 -3.426
H 2.552 -0.738 -3.144
H -0.543 -6.363 -3.311
H -3.019 -6.335 -3.081
H -4.204 -4.202 -2.747
H -3.689 -1.756 -1.606
H -3.881 -1.515 -3.344
H -1.651 -0.542 -0.457
H -0.444 1.617 -3.805
H -0.474 -2.115 -2.887

## Properties
- Net charge: -1
- HOMO: -0.18307 Ha

---

Model ii:
Molecular formula: C42H44BrN8O7Sr
Method: DFT, ωB97M-V/def2-TZVPD

Cartesian coordinates (Å):
Sr -0.244 -0.035 -0.017
O -1.180 -1.341 4.014
C -0.450 -1.101 3.058
O -0.423 -0.025 2.361
C 0.603 -2.179 2.687
C 1.909 -1.560 2.175
C 3.054 -2.578 2.242
C 2.712 -3.507 1.048
C 1.418 -2.869 0.533
O 1.690 -1.459 0.749
C 0.266 -3.172 1.510
C -1.135 -3.076 0.853
O -1.938 -3.964 1.118
O -1.311 -2.093 0.051
H 0.773 -2.748 3.600
H 2.127 -0.572 2.574
H 4.016 -2.087 2.095
H 3.074 -3.097 3.201
H 3.490 -3.469 0.285
H 2.561 -4.545 1.341
H 1.194 -3.031 -0.519
H 0.343 -4.196 1.873
C 6.116 -0.840 -5.725
C 5.028 -1.833 -5.307
C 4.400 -2.401 -6.586
C 5.686 -2.982 -4.529
C 3.968 -1.176 -4.424
C 2.722 -1.769 -4.244
C 1.803 -1.192 -3.399
Br 0.112 -2.050 -3.186
C 2.010 0.005 -2.663
O 1.057 0.505 -1.956
C 3.306 0.577 -2.817
C 4.211 -0.015 -3.697
C 3.699 1.898 -2.135
C 5.207 1.965 -1.835
C 3.329 3.060 -3.068
C 2.989 2.120 -0.793
H 6.809 -1.321 -6.419
H 6.700 -0.494 -4.870
H 5.683 0.031 -6.220
H 5.178 -2.824 -7.227
H 3.878 -1.621 -7.143
H 3.686 -3.197 -6.370
H 6.449 -3.480 -5.136
H 4.939 -3.723 -4.238
H 6.157 -2.608 -3.618
H 2.453 -2.687 -4.749
H 5.168 0.466 -3.826
H 5.821 1.998 -2.734
H 5.518 1.105 -1.237
H 5.421 2.875 -1.270
H 3.844 2.967 -4.027
H 3.614 4.021 -2.622
H 2.253 3.061 -3.259
H 3.145 1.261 -0.129
H 1.920 2.262 -0.924
H 3.418 3.010 -0.317
C 1.609 4.502 3.556
N 0.703 3.772 2.696
C 0.999 2.923 1.706
N -0.094 2.571 1.067
C -1.067 3.234 1.747
N -0.630 3.994 2.724
C 2.645 5.277 2.773
C 3.818 5.689 3.397
C 4.777 6.403 2.693
C 4.594 6.695 1.352
C 3.428 6.276 0.721
C 2.454 5.587 1.436
C 3.234 6.510 -0.706
N 4.006 7.106 -1.549
N 3.379 7.020 -2.785
C 2.281 6.371 -2.591
O 2.114 6.025 -1.294
C 1.271 5.960 -3.560
C 1.553 6.026 -4.922
C 0.609 5.590 -5.834
C -0.615 5.100 -5.397
C -0.908 5.048 -4.042
C -2.242 4.538 -3.554
N -2.168 3.206 -2.990
C -1.912 2.838 -1.730
N -1.863 1.528 -1.645
C -2.081 1.128 -2.927
N -2.272 2.112 -3.776
C 0.044 5.474 -3.126
H 2.101 3.812 4.243
H 0.982 5.169 4.146
H 2.002 2.600 1.482
H -2.118 3.133 1.527
H 3.987 5.442 4.439
H 5.686 6.715 3.191
H 5.347 7.222 0.782
H 1.555 5.270 0.924
H 2.517 6.398 -5.243
H 0.830 5.620 -6.892
H -1.346 4.747 -6.115
H -2.960 4.498 -4.370
H -2.637 5.198 -2.781
H -1.774 3.537 -0.922
H -2.080 0.095 -3.230
H -0.164 5.423 -2.063

## Properties
- Net charge: -1
- HOMO: -0.17354 Ha

---

Most stable to least stable: model i, model ii

---

Model i:
Molecular formula: C4H7N3O2S
Method: DFT, ωB97M-V/def2-TZVPD

Cartesian coordinates (Å):
C 2.282 0.214 -0.803
C 0.207 0.107 -0.277
C 3.581 -0.271 -1.337
C -2.560 1.105 1.162
N 1.968 1.338 -0.254
N 0.651 1.310 0.071
N -2.679 -1.695 1.595
O -3.255 -0.643 -0.717
O 1.200 -0.618 -0.876
S -2.467 -0.629 0.490
H 4.252 0.420 -0.936
H 3.535 -1.343 -1.083
H 3.705 -0.345 -2.503
H -3.571 1.342 0.977
H -2.431 0.949 2.268
H -1.766 1.453 0.685
H -2.654 -2.695 1.538

## Properties
- HOMO (spin up / spin down): -0.35310 / -0.33653 Ha

---

Model ii:
Molecular formula: C4H7N3O2S
Method: DFT, ωB97M-V/def2-TZVPD

Cartesian coordinates (Å):
C -1.287 -0.080 1.388
C -0.162 -1.490 -0.343
C -0.147 0.021 0.064
C 2.074 0.684 -0.187
N -2.361 0.504 1.114
N -0.847 0.617 -1.034
N 0.879 0.693 0.649
O -1.125 -1.799 -1.252
O 0.560 -2.344 0.165
S -2.456 1.131 -0.362
H -1.142 -0.607 2.391
H 2.919 1.165 0.276
H 2.351 -0.347 -0.500
H 1.792 1.131 -1.141
H -0.314 1.466 -1.377
H -1.775 -1.113 -1.365
H 1.043 0.368 1.514

## Properties
- HOMO: -0.32535 Ha

---

Most stable to least stable: model ii, model i

---

Model i:
Molecular formula: C6H4O
Method: DFT, ωB97M-V/def2-TZVPD

Cartesian coordinates (Å):
C 2.469 0.757 -0.375
C 1.321 0.716 -0.017
C -0.135 -0.412 1.594
C -0.072 0.587 0.418
C -0.981 0.001 -0.634
C -1.438 -1.136 -0.142
O -0.939 -1.362 1.167
H 3.490 0.786 -0.685
H -0.437 1.554 0.799
H -1.190 0.424 -1.607
H -2.087 -1.914 -0.517

## Properties
- HOMO: -0.33371 Ha

---

Model ii:
Molecular formula: C6H4O
Method: DFT, ωB97M-V/def2-TZVPD

Cartesian coordinates (Å):
C 2.990 -0.223 -0.001
C 1.841 0.142 -0.004
C 0.421 0.181 -0.033
C -0.576 1.095 0.142
C -1.801 0.359 0.069
C -1.452 -0.933 -0.160
O -0.115 -1.061 -0.231
H 3.985 -0.606 -0.002
H -0.474 2.160 0.303
H -2.807 0.735 0.197
H -2.011 -1.849 -0.279

## Properties
- HOMO: -0.31470 Ha
- SMILES: C#Cc1ccco1

---

Model iii:
Molecular formula: C6H4O
Method: DFT, ωB97M-V/def2-TZVPD

Cartesian coordinates (Å):
C -3.112 0.883 0.215
C -1.965 0.494 0.173
C -0.618 0.043 0.143
C -0.059 -1.207 0.175
C 1.355 -1.013 0.260
C 1.552 0.338 0.259
O 0.376 0.989 0.189
H -4.124 1.250 0.235
H -0.607 -2.145 0.199
H 2.129 -1.775 0.255
H 2.446 0.953 0.228

## Properties
- HOMO: -0.31398 Ha
- SMILES: C#Cc1ccco1

---

Model iv:
Molecular formula: C6H4O
Method: DFT, ωB97M-V/def2-TZVPD

Cartesian coordinates (Å):
C -0.202 -1.767 2.453
C -0.130 -1.106 1.444
C -0.047 -0.309 0.259
C 0.781 0.750 -0.018
C 0.491 1.091 -1.359
C -0.575 0.343 -1.740
O -0.881 -0.585 -0.779
H -0.270 -2.370 3.335
H 1.425 1.269 0.674
H 0.825 1.910 -1.980
H -1.377 0.953 -2.114

## Properties
- HOMO: -0.31326 Ha
- SMILES: C#Cc1ccco1

---

Most stable to least stable: model iii, model ii, model iv, model i